Molecular formula: C28H39IrN7Te
Method: DFT, the ωB97M-V functional and the def2-TZVPD basis

CARTESIAN COORDINATES (ANGSTROEM)
1 Ir 0.058 1.450 -0.036
2 C 0.508 3.372 -3.149
3 C 1.529 3.489 -2.024
4 N 1.837 2.227 -1.327
5 C 3.070 2.345 -0.516
6 C 3.006 1.540 0.771
7 N 1.736 1.692 1.502
8 C 1.666 2.786 2.496
9 C 1.668 4.189 1.919
10 C 0.331 4.689 1.384
11 N -0.493 3.705 0.641
12 C -1.296 4.361 -0.408
13 C -2.120 3.338 -1.154
14 N -1.290 2.234 -1.669
15 C -0.672 2.409 -2.996
16 H 1.018 3.039 -4.055
17 H 0.158 4.382 -3.364
18 H 1.209 4.197 -1.262
19 H 2.439 3.898 -2.473
20 H 1.980 1.503 -2.027
21 H 3.239 3.397 -0.308
22 H 3.938 1.993 -1.077
23 H 3.861 1.822 1.392
24 H 3.105 0.481 0.525
25 H 1.625 0.847 2.057
26 H 2.518 2.693 3.174
27 H 0.759 2.627 3.085
28 H 2.442 4.274 1.159
29 H 1.955 4.875 2.716
30 H 0.545 5.528 0.722
31 H -0.257 5.081 2.216
32 H -1.142 3.293 1.307
33 H -0.633 4.901 -1.082
34 H -1.978 5.098 0.024
35 H -2.666 3.827 -1.964
36 H -2.846 2.905 -0.463
37 H -1.922 1.444 -1.777
38 H -1.436 2.722 -3.712
39 H -0.337 1.415 -3.298
40 C -0.907 -2.646 -1.073
41 Te 0.388 -1.038 -1.676
42 C -0.596 -1.260 -3.583
43 C -1.210 -2.632 -3.560
44 C -1.626 -3.223 -4.747
45 C -2.202 -4.481 -4.718
46 C -2.353 -5.156 -3.511
47 C -1.940 -4.568 -2.327
48 C -1.365 -3.304 -2.345
49 H -1.748 -2.250 -0.501
50 H -0.349 -3.334 -0.438
51 H 0.133 -1.158 -4.386
52 H -1.357 -0.489 -3.715
53 H -1.493 -2.701 -5.686
54 H -2.536 -4.939 -5.640
55 H -2.792 -6.144 -3.498
56 H -2.061 -5.098 -1.390
57 N 1.502 -7.872 5.210
58 C 1.137 -6.860 4.808
59 C 0.697 -5.606 4.279
60 C 1.479 -4.950 3.330
61 C 1.059 -3.742 2.807
62 C -0.142 -3.177 3.223
63 C -0.919 -3.830 4.172
64 C -0.504 -5.039 4.699
65 N -0.578 -1.926 2.672
66 C -1.730 -1.243 2.990
67 C -1.747 -0.119 2.226
68 N -0.620 -0.099 1.441
69 C 0.059 -1.200 1.737
70 H 2.414 -5.385 3.007
71 H 1.693 -3.256 2.078
72 H -1.854 -3.415 4.518
73 H -1.110 -5.543 5.438
74 H -2.443 -1.578 3.719
75 H -2.490 0.658 2.199
76 H 1.001 -1.468 1.291

* energy above the lowest of the compared OMol25 structures with the same formula, charge and spin: 216.4 kJ/mol
* lowest unoccupied orbital energy: -0.3809 Ha
* charge: +3
* orbital gap: 5.69 eV
* electronic energy: -1845.0248 a.u.